Entry 1:
{"formula": "C21H36O18", "method": "wB97M-V/def2-TZVPD", "elements": ["C", "C", "C", "O", "C", "O", "O", "H", "H", "H", "H", "H", "H", "C", "C", "C", "O", "C", "O", "O", "H", "H", "H", "H", "H", "H", "C", "C", "C", "O", "C", "O", "O", "H", "H", "H", "H", "H", "H", "C", "O", "C", "O", "O", "C", "H", "H", "H", "H", "H", "H", "C", "O", "C", "O", "O", "C", "H", "H", "H", "H", "H", "H", "C", "O", "C", "O", "O", "C", "H", "H", "H", "H", "H", "H"], "coordinates": [[0.38675, -4.48497, 2.77469], [1.63975, -3.74897, 2.11869], [2.96275, -4.51997, 1.94569], [3.25675, -4.23797, 0.58769], [2.18175, -3.80597, -0.06531], [2.10775, -3.68397, -1.27431], [1.30775, -3.34997, 0.82169], [0.16875, -5.44597, 2.27169], [-0.57225, -3.96297, 2.58869], [0.45875, -4.70397, 3.88269], [1.83475, -2.87097, 2.71969], [2.81275, -5.62697, 1.97069], [3.65175, -4.40397, 2.72969], [-0.65525, -0.27597, -2.37931], [-0.61725, -1.33297, -1.31331], [-0.66025, -0.60597, 0.12569], [-1.86125, -1.11797, 0.66269], [-2.61125, -1.75497, -0.25731], [-3.74725, -2.08497, -0.05431], [-1.85625, -1.97597, -1.27631], [-0.70425, -0.64397, -3.35931], [0.27475, 0.32103, -2.46131], [-1.50925, 0.35403, -2.18731], [0.20675, -2.03897, -1.37531], [-0.70525, 0.49403, 0.10969], [0.08475, -0.95097, 0.73769], [3.56275, -0.41197, -2.36331], [3.32475, 0.64303, -1.32831], [2.89475, 0.04303, 0.07169], [4.09575, 0.04503, 0.80069], [4.94675, 0.85603, 0.20269], [6.01875, 1.12603, 0.69369], [4.57275, 1.21403, -0.99631], [4.30775, -1.12197, -1.90231], [3.97775, -0.12497, -3.37031], [2.65675, -1.03097, -2.26731], [2.53275, 1.28903, -1.75631], [2.56875, -0.97597, 0.02469], [2.17975, 0.57803, 0.66469], [-0.02725, 3.28603, -3.24631], [1.33375, 3.31403, -2.91731], [2.20875, 3.03603, -3.93431], [1.84875, 3.01503, -5.32631], [3.47475, 2.93303, -3.62431], [4.49275, 3.05003, -4.55831], [-0.36525, 4.37503, -3.30831], [-0.60625, 2.75203, -2.46831], [-0.14825, 2.85303, -4.20331], [4.19075, 3.46703, -5.52731], [4.96875, 2.06803, -4.68031], [5.33875, 3.64003, -4.04731], [-3.99425, 1.32103, 0.49369], [-4.48425, 2.59003, 0.13969], [-3.54425, 3.43303, -0.16031], [-2.22825, 2.98303, -0.46531], [-3.83325, 4.70003, 0.06069], [-2.90725, 5.70503, -0.38231], [-4.80525, 0.52503, 0.60369], [-3.42225, 1.37603, 1.37869], [-3.34625, 1.03503, -0.39131], [-2.09325, 5.33303, -1.08231], [-2.50025, 6.21303, 0.46769], [-3.41825, 6.44903, -0.87731], [-1.48925, -1.87397, 5.19769], [-2.17525, -1.38497, 4.08369], [-3.47525, -1.18797, 4.21869], [-4.25425, -1.34797, 5.33669], [-4.04225, -0.91097, 2.97569], [-5.35625, -0.74497, 2.86069], [-0.68325, -1.13897, 5.23669], [-1.06125, -2.86797, 4.97769], [-2.03025, -1.72797, 6.19569], [-5.41425, 0.35103, 2.96469], [-5.98625, -1.21697, 3.59569], [-5.64125, -1.06897, 1.89469]], "forces_ev_per_a": [[0.2, -0.5, -0.2], [-1.2, -0.8, 2.5], [-3.0, -2.5, -0.8], [1.9, -0.4, -0.2], [0.9, 1.1, -2.0], [-0.1, -0.3, 2.1], [-1.5, 0.2, -0.7], [0.6, 0.2, 0.2], [0.8, 0.4, 0.2], [0.3, 0.5, -1.3], [0.0, 0.5, 0.0], [-0.3, 0.6, 0.0], [1.6, 1.3, 0.2], [1.1, 0.6, 0.2], [0.5, 2.3, 1.9], [-1.4, -0.2, -2.2], [-0.7, 0.8, 1.2], [-0.5, 0.4, 2.4], [0.6, 0.0, -0.6], [-0.4, -2.0, -3.3], [-0.5, -1.0, -1.4], [-0.4, -0.1, 0.7], [-0.2, 0.5, 0.0], [-0.2, -0.2, -0.1], [0.0, -0.3, -0.3], [2.1, -0.6, 1.5], [1.0, -2.1, 1.0], [-1.3, -0.7, 0.1], [0.2, -0.1, -0.9], [-0.5, -0.3, 0.5], [3.6, 0.1, 1.7], [-1.0, 0.1, -0.5], [-0.7, 1.7, -1.2], [-0.3, 0.6, -0.6], [-1.1, -0.1, 1.1], [0.0, 0.1, -1.3], [0.9, 0.6, 0.8], [-0.3, -0.7, -0.4], [-0.6, 0.7, -0.2], [-1.8, 1.9, 0.4], [3.7, -1.3, -1.1], [-2.5, 1.1, -8.1], [1.6, -0.1, 8.5], [-2.3, 0.2, 2.4], [2.9, 0.3, -0.4], [0.2, -1.5, 0.1], [0.5, 0.4, -0.3], [-0.3, -0.5, -1.0], [-0.1, -0.1, 0.5], [-0.5, 0.1, -0.3], [-1.5, -0.4, -0.8], [-0.1, -3.0, -2.5], [-1.1, 1.6, 0.2], [8.1, -1.9, -0.6], [-7.2, 2.8, 1.2], [-0.3, -0.9, -0.9], [2.1, -1.4, -0.4], [0.8, 1.7, -0.3], [0.7, 0.1, 0.9], [-0.6, -0.2, 1.4], [-1.1, 0.0, 1.2], [0.5, -0.3, 0.7], [-1.7, 1.3, -1.3], [1.2, 1.0, 2.1], [-2.4, 0.3, -0.8], [-5.9, -1.2, 3.2], [5.0, 1.1, -6.4], [6.1, -2.1, 3.0], [-2.8, 2.4, 0.7], [0.6, -0.5, 0.4], [-0.6, 0.4, 0.3], [0.3, -0.8, -1.7], [-1.4, -0.2, -0.2], [0.1, -0.3, 0.5], [-0.3, -0.2, -1.1]], "total_energy_ha": -2175.9286, "relative_energy_kj_mol": 630.65, "homo_lumo_gap_ev": 10.4693, "total_charge": 0, "spin_multiplicity": 1}

***

Entry 2:
{"formula": "C18H11AlClO5S", "method": "wB97M-V/def2-TZVPD", "elements": ["C", "C", "O", "O", "C", "O", "C", "C", "C", "C", "S", "C", "C", "C", "C", "O", "C", "C", "C", "Cl", "C", "C", "C", "C", "O", "H", "H", "H", "H", "H", "H", "H", "H", "H", "H", "H", "Al"], "coordinates": [[2.27800, -2.02195, 1.08179], [3.84250, -1.79585, 0.83698], [4.55237, -1.48893, 1.84312], [4.53778, -1.95164, -0.41884], [3.98911, -1.13974, -1.45628], [3.66050, -1.71772, -2.53456], [3.80013, 0.45560, -1.40511], [2.31578, 0.74347, -0.78191], [2.19321, 1.82594, 0.33958], [0.75860, 2.06352, 0.97106], [0.65628, 3.35564, 2.30626], [-0.52207, 1.24704, 0.50118], [-0.30305, 0.19636, -0.67871], [1.08644, -0.07963, -1.33791], [-1.52706, -0.69969, -1.25245], [-1.29057, -1.59013, -2.11514], [-2.99905, -0.47498, -0.68324], [-4.24878, -1.24941, -1.23887], [-5.71707, -1.02827, -0.60844], [-7.20214, -1.88192, -1.20045], [-5.90466, -0.02684, 0.59465], [-4.64115, 0.75608, 1.10249], [-3.17864, 0.55761, 0.49249], [-1.96567, 1.42173, 1.13741], [-2.27284, 2.13781, 2.12601], [1.84009, -0.97956, 1.35009], [1.69918, -2.36334, 0.13489], [2.02370, -2.71682, 1.95218], [4.60551, 0.96418, -0.71844], [3.91160, 0.95040, -2.45086], [3.12764, 2.41744, 0.67946], [0.71784, 2.70288, 3.53843], [1.28840, -0.82581, -2.17874], [-4.16433, -2.00178, -2.10835], [-6.91570, 0.19017, 1.11607], [-4.81479, 1.48046, 1.98003], [4.78295, 2.56764, -0.91588]], "forces_ev_per_a": [[-0.7, 0.7, -1.3], [2.5, 0.9, 5.6], [-3.2, -1.3, -5.0], [-2.6, 2.7, -0.4], [-0.6, -3.8, -4.4], [1.3, 3.2, 4.9], [-1.2, -0.8, 1.1], [-2.0, 1.2, 1.1], [-3.6, -2.6, -1.9], [0.5, -2.0, -0.8], [0.3, -0.8, -0.9], [2.7, -1.0, -1.7], [1.7, 0.7, 0.3], [-0.5, 3.2, 3.2], [1.3, -2.2, -2.1], [-1.3, 3.8, 3.7], [-3.2, -0.6, 0.6], [2.3, 2.0, 1.7], [-0.9, 1.0, 1.4], [4.0, 2.0, 1.3], [4.4, 1.2, -0.1], [-2.6, -2.6, -1.6], [-1.5, -1.1, -1.6], [-0.3, 1.2, 1.5], [1.4, -2.9, -3.6], [0.9, -1.7, -0.3], [1.2, 0.3, 1.6], [1.0, 0.9, -1.3], [-1.5, -3.6, -0.4], [-0.2, -1.2, 1.3], [-2.1, -1.0, 0.0], [-0.3, -0.2, -1.2], [-0.7, 1.1, 1.3], [0.0, 1.4, 1.4], [1.8, -0.6, -1.2], [0.6, -1.1, -1.5], [1.2, 3.8, -0.6]], "total_energy_ha": -2167.8215, "homo_lumo_gap_ev": 2.7194, "total_charge": 3, "spin_multiplicity": 1}

***

Entry 3:
{"formula": "C31H36FN3O3", "method": "wB97M-V/def2-TZVPD", "elements": ["C", "O", "C", "C", "C", "C", "C", "C", "C", "C", "N", "C", "O", "N", "C", "C", "C", "C", "C", "C", "C", "C", "C", "C", "C", "C", "O", "N", "C", "C", "C", "C", "C", "F", "C", "C", "C", "C", "H", "H", "H", "H", "H", "H", "H", "H", "H", "H", "H", "H", "H", "H", "H", "H", "H", "H", "H", "H", "H", "H", "H", "H", "H", "H", "H", "H", "H", "H", "H", "H", "H", "H", "H", "H"], "coordinates": [[-6.40953, 1.77961, 0.97906], [-5.46680, 0.74872, 1.14991], [-4.18986, 0.96144, 0.74318], [-3.28156, -0.06155, 1.02129], [-1.95643, 0.07274, 0.67728], [-1.48659, 1.22270, 0.04760], [-0.00202, 1.34424, -0.20935], [0.36707, 2.11704, -1.45201], [1.61509, 2.33938, -1.83721], [2.85536, 1.82625, -1.15830], [2.70177, 0.49190, -0.60422], [2.61797, -0.53414, -1.51570], [2.56879, -0.30346, -2.70872], [2.56291, -1.78817, -0.96434], [2.52490, -3.00248, -1.78161], [3.76127, -3.12217, -2.67943], [3.68232, -4.41775, -3.48420], [3.63427, -5.61146, -2.53123], [2.40075, -5.49558, -1.63709], [1.14181, -5.48684, -2.50234], [1.19218, -4.29218, -3.45358], [2.42406, -4.40206, -4.35045], [1.26308, -2.99665, -2.64807], [2.47494, -4.19977, -0.82981], [2.50848, 0.33578, 0.81874], [1.83329, 1.54682, 1.46622], [2.36040, 2.10198, 2.41382], [0.64827, 1.94458, 0.96167], [0.08575, 3.18209, 1.47260], [-1.11303, 2.99052, 2.36513], [-2.13604, 3.93018, 2.36524], [-3.24214, 3.77482, 3.17963], [-3.31399, 2.66147, 3.99541], [-4.40151, 2.49373, 4.77886], [-2.30278, 1.72026, 4.03178], [-1.20041, 1.89733, 3.21698], [-2.40011, 2.21939, -0.25346], [-3.73708, 2.09824, 0.08485], [-6.10201, 2.69119, 1.50076], [-7.33404, 1.40857, 1.41805], [-6.57611, 2.00218, -0.07990], [-3.64428, -0.94731, 1.51766], [-1.26795, -0.72705, 0.91037], [0.38027, 0.32573, -0.31566], [-0.44910, 2.48954, -2.05160], [1.79415, 2.90877, -2.73744], [3.65536, 1.78475, -1.90365], [3.16863, 2.49865, -0.35422], [3.02759, -1.90819, -0.07777], [3.79609, -2.26130, -3.34766], [4.66469, -3.11441, -2.06285], [4.56732, -4.49796, -4.12517], [4.53850, -5.63678, -1.91833], [3.59139, -6.54188, -3.10152], [2.36655, -6.34700, -0.94749], [0.25421, -5.42202, -1.86875], [1.07881, -6.41601, -3.07284], [0.28859, -4.28004, -4.07273], [2.45829, -3.55257, -5.03488], [2.37107, -5.31591, -4.94669], [1.29426, -2.13545, -3.31485], [0.38378, -2.89904, -2.00645], [3.36878, -4.20922, -0.19907], [1.60111, -4.11424, -0.17908], [3.47045, 0.21490, 1.33850], [1.89055, -0.54536, 1.02216], [-0.16898, 3.83050, 0.62981], [0.88119, 3.66183, 2.05604], [-2.07028, 4.79367, 1.71985], [-4.04159, 4.49923, 3.18665], [-2.38530, 0.86971, 4.68928], [-0.39649, 1.17814, 3.24216], [-2.08073, 3.12329, -0.74976], [-4.41133, 2.90295, -0.16143]], "forces_ev_per_a": [[-0.2, 0.2, 0.0], [0.2, -0.2, 0.0], [0.2, 0.0, 0.0], [-0.2, 0.0, 0.0], [-0.1, 0.1, -0.1], [-0.1, -0.1, -0.3], [0.0, -0.1, -0.1], [-0.1, 0.1, -0.1], [-0.1, 0.1, 0.0], [0.1, -0.1, -0.2], [0.0, 0.1, 0.0], [0.0, 0.1, 0.4], [0.1, 0.0, -0.4], [0.0, -0.3, 0.2], [0.0, 0.2, 0.0], [0.0, 0.0, -0.1], [0.2, -0.1, -0.1], [0.0, 0.0, 0.0], [0.0, -0.2, 0.2], [0.0, 0.0, 0.0], [-0.2, 0.0, -0.1], [0.0, 0.0, 0.0], [0.0, -0.1, -0.1], [-0.1, 0.0, -0.1], [0.3, 0.0, 0.2], [0.2, -0.3, 0.0], [0.2, 0.0, 0.2], [-0.2, 0.1, 0.1], [0.2, 0.2, 0.2], [0.0, 0.1, 0.2], [0.2, -0.1, 0.2], [-0.1, -0.1, 0.2], [0.1, 0.1, -0.1], [0.0, 0.0, 0.0], [-0.2, 0.1, 0.1], [0.0, 0.2, 0.0], [0.2, -0.3, -0.1], [-0.4, 0.0, 0.0], [0.0, 0.0, 0.0], [0.0, 0.1, 0.0], [0.0, 0.0, 0.0], [0.0, -0.1, 0.1], [0.1, -0.1, 0.0], [-0.1, 0.1, 0.1], [0.0, 0.1, -0.2], [-0.1, 0.1, -0.1], [-0.1, 0.1, 0.2], [0.1, 0.0, -0.1], [0.0, 0.1, 0.0], [0.0, 0.0, 0.0], [0.0, 0.0, 0.1], [-0.1, 0.0, 0.0], [0.1, 0.0, 0.0], [0.0, -0.1, 0.0], [0.0, 0.1, 0.0], [-0.1, 0.0, 0.0], [0.0, -0.1, 0.0], [0.1, 0.0, 0.0], [0.0, 0.0, -0.1], [0.0, 0.0, -0.1], [0.0, 0.0, 0.0], [0.0, 0.0, 0.1], [0.1, 0.0, 0.1], [0.0, 0.1, 0.1], [-0.3, 0.0, 0.0], [0.0, 0.1, -0.1], [0.0, 0.0, 0.0], [-0.2, 0.0, -0.2], [0.0, 0.1, -0.1], [-0.1, 0.1, 0.0], [0.0, -0.1, 0.1], [0.1, -0.1, 0.0], [0.1, 0.1, 0.0], [-0.1, 0.1, 0.0]], "total_energy_ha": -1692.7927, "relative_energy_kj_mol": 0.00, "homo_lumo_gap_ev": 8.8616, "total_charge": 0, "spin_multiplicity": 1}

***

Entry 4:
{"formula": "C5H7N", "method": "wB97M-V/def2-TZVPD", "elements": ["C", "C", "N", "C", "C", "C", "H", "H", "H", "H", "H", "H", "H"], "coordinates": [[-1.49121, -0.98579, 0.71013], [-1.06014, 0.18009, -0.17116], [-0.88662, 1.38450, 0.35109], [0.49285, 0.86671, -0.57051], [1.69847, 0.11199, -0.22752], [2.84029, -0.24009, -0.05656], [-1.04312, -0.96286, 1.70528], [-2.56170, -0.76099, 0.83234], [-1.43083, -1.98331, 0.26388], [-1.46064, 0.06210, -1.20157], [0.66066, 1.84761, -0.09977], [0.38836, 1.02308, -1.64672], [3.85362, -0.54304, 0.11110]], "forces_ev_per_a": [[0.1, 0.0, 0.0], [-0.4, 0.1, 0.1], [-0.2, -0.2, -0.1], [0.3, 0.1, -0.1], [0.3, -0.2, 0.2], [-0.6, 0.0, 0.0], [0.1, 0.0, -0.2], [0.2, -0.2, 0.1], [0.2, 0.2, -0.1], [0.1, 0.0, 0.1], [0.2, 0.1, -0.2], [0.0, -0.1, 0.3], [-0.3, 0.0, 0.0]], "total_energy_ha": -249.2415, "relative_energy_kj_mol": 608.39, "homo_lumo_gap_ev": 9.2874, "total_charge": 0, "spin_multiplicity": 1}